# C46H39MnN3O2PTe

A molecular structure, C46H39MnN3O2PTe (the ωB97M-V functional and the def2-TZVPD basis, the Open Molecules 2025 dataset).

CARTESIAN COORDINATES (ANGSTROEM)
Mn1 0.08 -0.18 0.00
N1 0.96 -2.66 -1.60
P1 -0.62 -2.15 -1.18
C1 -1.30 -1.60 -2.80
C2 -2.04 -0.42 -2.80
C3 -2.56 0.08 -3.98
C4 -2.31 -0.59 -5.17
C5 -1.58 -1.76 -5.18
C6 -1.09 -2.28 -3.99
C7 -1.42 -3.79 -1.06
C8 -2.77 -3.89 -1.36
C9 -3.43 -5.10 -1.25
C10 -2.74 -6.22 -0.81
C11 -1.40 -6.13 -0.48
C12 -0.74 -4.91 -0.60
C13 2.13 -2.02 -1.29
C14 3.35 -2.52 -1.77
C15 4.52 -1.86 -1.46
C16 4.46 -0.73 -0.64
C17 3.23 -0.30 -0.21
N2 2.08 -0.91 -0.53
H1 1.07 -3.50 -2.16
H2 -2.20 0.09 -1.85
H3 -3.14 0.99 -3.99
H4 -2.69 -0.18 -6.10
H5 -1.40 -2.28 -6.11
H6 -0.55 -3.22 -4.00
H7 -3.31 -3.02 -1.70
H8 -4.48 -5.18 -1.49
H9 -3.25 -7.17 -0.71
H10 -0.86 -7.00 -0.13
H11 0.30 -4.84 -0.32
H12 3.35 -3.41 -2.38
H13 5.47 -2.22 -1.84
H14 5.35 -0.21 -0.35
H15 3.13 0.57 0.42
C18 -3.37 3.76 4.87
C19 -2.51 2.85 4.05
C20 -1.84 1.78 4.63
C21 -1.06 0.91 3.88
C22 -0.34 -0.16 4.64
O1 0.07 0.08 5.75
C23 -0.18 -1.51 4.04
C24 0.79 -2.33 4.61
C25 0.97 -3.62 4.16
C26 0.17 -4.11 3.14
C27 -0.81 -3.31 2.58
C28 -1.00 -2.01 3.03
C29 -0.88 1.11 2.49
O2 -0.13 0.32 1.80
C30 -1.53 2.25 1.89
C31 -2.34 3.07 2.70
C32 -1.33 2.61 0.50
N3 -0.71 1.85 -0.36
C33 -0.39 2.42 -1.66
C34 0.74 1.65 -2.30
Te1 1.12 2.44 -4.28
C35 1.31 4.42 -3.44
C36 0.27 5.33 -3.54
C37 0.37 6.57 -2.93
C38 1.50 6.90 -2.21
C39 2.55 6.00 -2.12
C40 2.45 4.76 -2.74
C41 -1.83 3.94 0.06
C42 -2.87 4.01 -0.87
C43 -3.32 5.23 -1.34
C44 -2.73 6.40 -0.90
C45 -1.70 6.35 0.03
C46 -1.25 5.13 0.51
H16 -3.37 3.44 5.91
H17 -4.39 3.74 4.50
H18 -3.01 4.78 4.82
H19 -1.91 1.60 5.69
H20 1.39 -1.93 5.41
H21 1.72 -4.26 4.62
H22 0.29 -5.13 2.80
H23 -1.46 -3.71 1.81
H24 -1.81 -1.42 2.63
H25 -2.85 3.91 2.24
H26 -0.09 3.47 -1.54
H27 -1.27 2.39 -2.32
H28 0.49 0.60 -2.43
H29 1.65 1.75 -1.69
H30 -0.63 5.07 -4.09
H31 -0.45 7.27 -3.01
H32 1.58 7.86 -1.73
H33 3.45 6.26 -1.58
H34 3.27 4.06 -2.67
H35 -3.34 3.09 -1.20
H36 -4.12 5.26 -2.06
H37 -3.07 7.35 -1.27
H38 -1.25 7.26 0.39
H39 -0.45 5.09 1.22

## Properties
net charge	+1
spin multiplicity	2
E_HOMO (spin up / spin down)	-0.3759 / -0.3757	Ha
Kohn-Sham gap (spin up / spin down)	7.12 / 7.26	eV
DFT total energy	-104797.147	eV
<S²>	0.79